Here is an isolated molecule of C22H21NO6S2 from OMol25. Energies are from the ωB97M-V functional and the def2-TZVPD basis.

- largest force on an atom (eV/Å) = 0.8
- ΔE to the lowest compared entry with this formula, charge and spin (kcal/mol) = 0.0
- HOMO level (eV) = -8.548
- orbital gap (eV) = 8.73
- E (eV) = -58602.572
- lowest unoccupied orbital energy (eV) = 0.2

CARTESIAN COORDINATES (ANGSTROEM)
S: 4.198 -0.878 0.520
S: -0.407 1.818 -0.748
O: 2.776 -0.039 3.042
O: -2.521 -2.442 0.623
O: -0.764 -2.642 -0.764
O: 1.076 -1.676 1.176
O: 1.441 0.440 -2.834
O: 0.818 0.873 2.459
N: 0.962 -0.515 -0.805
C: -0.268 0.107 -0.585
C: 2.223 2.663 0.849
C: -2.916 2.969 -0.150
C: -1.438 -0.484 -0.178
C: -0.303 -4.633 0.588
C: -2.470 0.481 0.035
C: -0.880 -4.065 -0.701
C: 2.670 1.373 1.115
C: 1.550 -1.374 0.118
C: 2.128 0.643 2.297
C: 4.163 1.535 -0.769
C: -4.389 2.560 -0.102
C: 3.717 2.821 -1.019
C: 2.895 -1.761 -0.448
C: 3.636 0.806 0.284
C: -1.641 -1.937 -0.029
C: -2.067 1.749 -0.249
C: 2.850 -1.329 -1.903
C: 2.741 3.382 -0.214
C: -4.587 1.443 0.920
C: 1.706 -0.342 -1.966
C: -3.866 0.173 0.472
H: -3.841 -0.563 1.276
H: -4.402 -0.287 -0.364
H: -0.892 -4.294 1.436
H: -0.333 -4.424 -1.575
H: -4.700 2.206 -1.087
H: -2.656 3.520 0.759
H: 4.930 1.092 -1.387
H: 0.722 -4.300 0.727
H: 2.609 -2.168 -2.560
H: 3.778 -0.882 -2.256
H: -4.190 1.767 1.883
H: -1.938 -4.334 -0.789
H: 1.471 3.096 1.489
H: 0.480 0.336 3.193
H: 4.129 3.380 -1.845
H: -5.650 1.233 1.047
H: -0.329 -5.718 0.548
H: 3.121 -2.813 -0.280
H: 2.382 4.380 -0.410
H: -2.725 3.630 -0.998
H: -5.001 3.425 0.156

Results of the Mulliken charge analysis, in e, for atoms 1 through 6:
1 S -0.164
2 S -0.236
3 O -0.554
4 O -0.631
5 O -0.259
6 O -0.506